Entry 1:
Below is an isolated molecule of C5H10O2, with properties calculated with ωB97M-V with the def2-TZVPD basis set.

```
! RIJCOSX wB97M-V def2-TZVPD def2/J DEFGRID3
* xyz 0 1
C 1.6067 -0.9994 -0.3451
C 1.3416 -0.3518 1.0111
O 0.3755 0.6911 0.9387
C -0.8008 0.2415 0.3140
C -1.8002 1.3772 0.2129
C -0.5757 -0.1464 -1.1420
O -1.1074 -1.0873 -1.6874
H 2.1331 -1.9388 -0.2530
H 0.7081 -1.3675 -0.8446
H 2.1427 -0.3225 -1.0182
H 1.0096 -1.1161 1.7299
H 2.2514 0.1077 1.4115
H -1.2214 -0.6299 0.8402
H -2.6562 1.0318 -0.3760
H -2.1417 1.7035 1.1951
H -1.3330 2.2233 -0.3040
H 0.0678 0.5836 -1.6830
*
```

Results
LUMO ... 1.02 eV
SMILES ... CCO[C@@H](C)C=O
E_tot ... -346.93990 Eh
Energy relative to the best compared isomer or geometry (same formula, charge and spin) ... 2.327 eV

Mulliken population analysis, charges in e, atoms 1 to 4: C -0.961; C -0.251; O -0.402; C 0.477


Entry 2:
Below is an isolated molecule of C11H15NO2S, with properties calculated with ωB97M-V with the def2-TZVPD basis set.

```
! RIJCOSX wB97M-V def2-TZVPD def2/J DEFGRID3
* xyz 0 1
C -0.1703 -0.7752 -0.7839
C 0.0707 1.4819 -0.2642
C 1.1312 -0.8793 -1.0349
C 1.4249 1.4214 -0.5703
C -0.7303 0.3817 -0.2609
C 1.9507 0.1946 -0.8690
C 4.5423 -1.9378 0.8046
C -3.1533 -0.0098 -1.0547
C -2.6153 1.5986 0.7590
C -2.2269 -0.8245 1.2073
C -2.1827 0.2869 0.1699
N 3.6560 -0.9022 0.6792
O 2.7770 -0.4932 1.4288
O 4.1441 1.5294 -0.6282
S 3.7199 0.1724 -0.9767
H -0.7198 -1.7172 -0.7564
H -0.3750 2.4912 -0.1908
H 1.5589 -1.9545 -1.3353
H 2.0209 2.2899 -0.5394
H 5.2965 -2.1066 0.0659
H 4.5626 -2.5951 1.5993
H -4.2917 -0.1154 -0.8652
H -3.0506 0.8348 -1.7426
H -2.6554 -0.8471 -1.7238
H -3.6917 1.7144 1.0032
H -1.9487 1.7306 1.6402
H -2.3535 2.3042 0.0689
H -1.5912 -1.5892 0.7271
H -1.8091 -0.5457 2.1957
H -3.2905 -1.1391 1.2471
*
```

Results
LUMO ... 0.06 eV
E_tot ... -1031.39281 Eh
Energy relative to the best compared isomer or geometry (same formula, charge and spin) ... 4.335 eV

Mulliken population analysis, charges in e, atoms 1 to 4: C -0.369; C -0.190; C -0.791; C -1.056


Entry 3:
Below is C26H43BrIIrN8S2 as an isolated structure, with properties calculated with ωB97M-V with the def2-TZVPD basis set.

```
! RIJCOSX wB97M-V def2-TZVPD def2/J DEFGRID3
* xyz 3 2
Ir 0.3407 0.1359 1.4547
N 4.4517 -0.1350 2.8965
C 3.5222 0.1316 1.9747
N 2.3346 -0.3526 2.2912
C 2.4971 -0.9836 3.5132
C 1.6057 -1.6956 4.3191
C 2.0861 -2.1960 5.5183
C 3.4146 -2.0172 5.9099
C 4.3218 -1.3425 5.1105
C 3.8458 -0.8405 3.9067
H 5.4278 0.1212 2.8622
H 3.7396 0.6633 1.0686
H 0.5785 -1.8581 4.0275
H 1.4238 -2.7497 6.1668
H 3.7488 -2.4180 6.8533
H 5.3489 -1.2054 5.4099
Br -3.9047 0.1397 3.9990
C -3.4229 1.9595 4.1860
C -4.4207 2.9123 4.3349
C -4.0871 4.2484 4.4648
C -2.7559 4.6384 4.4332
C -1.7546 3.6946 4.2648
C -2.0879 2.3564 4.1554
I -0.5440 0.9058 4.0997
H -5.4550 2.6091 4.3590
H -4.8628 4.9866 4.5950
H -2.4973 5.6780 4.5435
H -0.7204 3.9968 4.2253
C -0.5566 -6.0391 -2.4490
N -0.9869 -4.9584 -3.2888
C -1.8145 -5.1728 -4.4697
C -1.9240 -3.7680 -5.0874
N -1.3451 -2.9298 -4.0464
C -0.8132 -3.6642 -3.0671
S 0.0166 -3.0239 -1.7285
H -0.2752 -6.8892 -3.0702
H -1.3588 -6.3510 -1.7737
H 0.3027 -5.7176 -1.8590
H -2.7887 -5.5822 -4.1800
H -1.3372 -5.8906 -5.1388
H -2.9532 -3.4800 -5.3027
H -1.3366 -3.6762 -6.0064
H -1.5016 -1.9380 -3.9995
C 0.4055 1.6679 -5.2464
C 1.7509 1.0481 -4.8836
N 1.6877 0.3053 -3.6282
C 1.8295 0.6671 -2.3636
S 1.6752 -0.6356 -1.2033
N 2.0998 1.8715 -1.8869
C 2.3503 3.1324 -2.5814
C 3.8075 3.2749 -3.0203
H 0.4894 2.1704 -6.2050
H 0.0739 2.3937 -4.5086
H -0.3623 0.9040 -5.3246
H 2.5316 1.8053 -4.8432
H 2.0279 0.3225 -5.6488
H 1.4725 -0.6765 -3.7469
H 2.2200 1.9003 -0.8828
H 2.1080 3.9350 -1.8822
H 1.6717 3.2160 -3.4306
H 4.4563 3.4708 -2.1711
H 3.9053 4.1170 -3.7000
H 4.1586 2.3762 -3.5235
N -1.3975 -2.2541 2.5185
N -0.4967 -2.0712 1.4436
H -1.5178 -3.2218 2.8092
H -2.3016 -1.8326 2.3297
H -0.8660 -2.3606 0.5267
H 0.3378 -2.6327 1.6301
C -2.8825 0.7807 0.5250
C -1.9938 2.0241 0.4464
C -2.5017 2.9564 -0.6681
C -0.5487 1.6734 0.1346
H -3.8907 1.0498 0.8211
H -2.4810 0.0761 1.2562
H -2.9399 0.2896 -0.4439
H -2.0471 2.5620 1.3997
H -2.5313 2.4256 -1.6166
H -1.8544 3.8226 -0.7838
H -3.5047 3.3130 -0.4436
H 0.0700 2.5719 0.1969
H -0.5147 1.2616 -0.8770
*
```

Results
⟨S²⟩ ... 0.7774
LUMO (spin up / spin down) ... -11.24 / -11.27 eV
E_tot ... -5225.95141 Eh
Energy relative to the best compared isomer or geometry (same formula, charge and spin) ... 4.579 eV

Mulliken population analysis, charges in e, atoms 1 to 4: Ir 1.052; N 0.030; C -0.526; N -0.202


Entry 4:
Below is an isolated molecule of C16H18Cl2N2O3, with properties calculated with ωB97M-V with the def2-TZVPD basis set.

```
! RIJCOSX wB97M-V def2-TZVPD def2/J DEFGRID3
* xyz 0 1
O 4.1538 -1.9913 0.2284
C 2.9718 -1.8107 0.4138
N 2.4201 -0.6445 0.7815
H 1.4154 -0.5787 0.8473
C 3.1485 0.5987 0.8632
H 2.9356 1.0654 1.8297
C 2.7649 1.5415 -0.2884
C 1.2727 1.6890 -0.4305
C 0.6163 1.1504 -1.4499
C -0.8587 1.2698 -1.6757
C -1.5089 2.2845 -0.7387
C -0.9294 2.1512 0.6644
C 0.5616 2.4772 0.6356
H 1.0071 2.2764 1.6125
H 0.6982 3.5449 0.4351
H -1.4450 2.8236 1.3521
H -1.0777 1.1293 1.0234
H -2.5902 2.1344 -0.7206
H -1.3157 3.2943 -1.1059
H -1.0387 1.5519 -2.7164
H -1.3142 0.2835 -1.5361
H 1.1509 0.5743 -2.1940
H 3.2185 2.5167 -0.0993
H 3.1769 1.1436 -1.2167
H 4.2110 0.3543 0.8130
C 1.9669 -2.9652 0.2696
H 2.0031 -3.3303 -0.7627
H 2.2626 -3.7717 0.9451
O 0.6402 -2.5781 0.6030
C -0.2583 -2.4920 -0.3874
O -0.0469 -2.7944 -1.5322
C -1.5503 -1.9399 0.1010
C -1.7490 -1.5193 1.4134
N -2.8742 -0.9622 1.8183
C -3.8570 -0.7903 0.9611
C -3.7760 -1.1918 -0.3812
C -2.5967 -1.7751 -0.8090
H -2.4698 -2.0999 -1.8312
Cl -5.0886 -0.9518 -1.4584
Cl -5.2679 -0.0371 1.5562
H -0.9829 -1.6307 2.1669
*
```

Results
LUMO ... -0.44 eV
SMILES ... O=C(COC(=O)c1cnc(Cl)c(Cl)c1)NCCC1=CCCCC1
E_tot ... -1876.15333 Eh
Energy relative to the best compared isomer or geometry (same formula, charge and spin) ... 0.000 eV

Mulliken population analysis, charges in e, atoms 1 to 4: O -0.677; C 0.632; N -0.004; H 0.057


Entry 5:
Below is a 6-piece molecular cluster, C22H61N5O6 overall, with properties calculated with ωB97M-V with the def2-TZVPD basis set.

```
! RIJCOSX wB97M-V def2-TZVPD def2/J DEFGRID3
* xyz 0 1
C 2.1881 2.5716 0.9097
C 1.9910 1.3506 0.0206
O 2.3605 1.7496 -1.2720
H 2.0526 2.2513 1.9427
H 1.3406 3.2141 0.6711
H 3.1489 3.0803 0.8314
H 0.9533 1.0207 -0.0288
H 2.5616 0.5049 0.4045
H 3.1643 1.2612 -1.4643
C -3.8703 -0.8535 5.8568
C -3.3128 -1.9968 5.0556
C -1.9071 -2.4194 5.5236
O -0.8544 -1.5788 5.1084
C 0.2568 -1.5031 5.9506
N -4.3288 -2.9662 5.3079
H -3.3220 0.0447 5.5726
H -3.5856 -1.0326 6.8936
H -4.9046 -0.5409 5.7135
H -3.2104 -1.8697 3.9779
H -1.6742 -3.3514 5.0085
H -1.8798 -2.6148 6.5956
H 0.9474 -0.7848 5.5089
H 0.7786 -2.4337 6.1738
H 0.0506 -1.1227 6.9511
H -4.2776 -3.2620 6.2723
H -4.1427 -3.8464 4.8489
C 0.7911 -5.8340 -2.6026
C 2.0535 -5.1299 -2.3056
C 3.1323 -5.9984 -1.6430
O 2.7507 -6.7686 -0.5157
C 2.3544 -6.0124 0.6432
N 2.5457 -4.5599 -3.5471
H 0.3941 -5.9842 -1.5987
H 0.9782 -6.8173 -3.0343
H -0.0437 -5.4020 -3.1544
H 1.9020 -4.2956 -1.6207
H 4.0101 -5.4035 -1.3904
H 3.3864 -6.8213 -2.3111
H 3.2890 -5.7733 1.1508
H 1.8488 -6.6126 1.3996
H 1.7552 -5.1090 0.5296
H 1.8653 -3.9034 -3.9023
H 2.5437 -5.3144 -4.2186
C -3.2156 1.4334 -6.1563
C -2.1632 1.0473 -5.0985
C -2.4121 -0.3256 -4.5718
O -3.6330 -0.4635 -3.8496
C -3.6788 -1.5583 -2.9198
N -0.7275 1.2054 -5.5648
H -4.2754 1.3742 -5.9085
H -3.1495 0.7467 -7.0002
H -2.9545 2.3940 -6.6002
H -2.3515 1.6699 -4.2238
H -1.6294 -0.6535 -3.8878
H -2.5108 -1.0843 -5.3483
H -2.8513 -1.5302 -2.2109
H -3.6728 -2.4961 -3.4752
H -4.6133 -1.6375 -2.3643
H -0.7956 2.1424 -5.9355
H -0.1703 1.1734 -4.7230
C -8.2183 6.0328 4.9607
C -6.9706 5.4228 5.6443
C -5.7134 6.3513 5.5871
O -5.4709 6.8353 4.2772
C -4.8098 5.9106 3.3724
N -7.2311 4.7680 6.8784
H -9.1186 5.4465 5.1444
H -7.9416 6.1060 3.9090
H -8.5120 7.0324 5.2811
H -6.7835 4.5196 5.0635
H -4.7975 5.9918 6.0561
H -5.9462 7.2271 6.1927
H -5.3588 5.0429 3.0066
H -3.9127 5.5376 3.8665
H -4.5870 6.5710 2.5343
H -8.1306 5.1393 7.1488
H -6.7200 5.2565 7.5997
C 6.4475 0.5587 -5.8337
C 7.3843 -0.0835 -4.8945
C 8.5918 0.8422 -4.7595
O 9.6438 0.1512 -4.0728
C 10.5572 1.0414 -3.5059
N 6.7565 -0.2039 -3.5876
H 6.0246 1.4679 -5.4064
H 5.6651 -0.1966 -5.9078
H 6.8101 0.5638 -6.8616
H 7.5801 -1.1060 -5.2175
H 8.4326 1.8359 -4.3409
H 8.9158 0.9411 -5.7955
H 11.1813 1.5097 -4.2670
H 11.2395 0.6151 -2.7706
H 10.0467 1.8193 -2.9382
H 6.1971 -1.0179 -3.7987
H 7.4726 -0.5000 -2.9398
*
```

Results
LUMO ... 0.19 eV
SMILES ... COC[C@H](C)N.COC[C@H](C)N.COC[C@H](C)N.COC[C@H](C)N.COC[C@H](C)N.CCO
E_tot ... -1599.78048 Eh
Energy relative to the best compared isomer or geometry (same formula, charge and spin) ... 3.591 eV

Mulliken population analysis, charges in e, atoms 1 to 4: C -0.898; C -0.248; O -0.491; H 0.303


Entry 6:
Below is a 2-piece molecular cluster, C4H10NO2 overall, with properties calculated with ωB97M-V with the def2-TZVPD basis set.

```
! RIJCOSX wB97M-V def2-TZVPD def2/J DEFGRID3
* xyz -1 1
C -1.4469 -1.9894 1.1687
C -0.9124 -0.6356 0.7074
C 0.3306 -0.2267 1.4954
H -0.6624 -2.7511 1.1454
H -2.3087 -2.3507 0.6052
H -1.7443 -1.9248 2.2253
H -1.6717 0.1422 0.8028
H -0.6541 -0.6699 -0.3497
H 0.9355 0.4680 0.9165
H 0.0618 0.2342 2.4513
H 0.9387 -1.1140 1.6976
N 1.6349 2.3967 -2.3809
C 0.8858 1.3504 -1.7390
O 1.4781 0.2453 -1.6768
O -0.2429 1.6625 -1.2972
H 2.2973 2.0055 -3.0323
H 1.0806 3.1574 -2.7396
*
```

Results
LUMO ... 4.05 eV
E_tot ... -363.72102 Eh
Energy relative to the best compared isomer or geometry (same formula, charge and spin) ... 0.093 eV

Mulliken population analysis, charges in e, atoms 1 to 4: C -1.291; C 0.076; C -1.018; H 0.329